{
  "formula": "C2H5PS",
  "method": "wB97M-V/def2-TZVPD",
  "e_above_lowest_kcal_mol": 93.8,
  "lumo_ev": [-1.055, -1.034],
  "gap_ev": [6.621, 6.949],
  "e_tot_ha": -818.5483,
  "elements": ["C", "C", "P", "S", "H", "H", "H", "H", "H"],
  "coordinates": [[1.433, -1.361, -0.328], [-1.209, 1.536, 0.649], [-0.310, 0.064, 0.112], [1.860, -2.130, -1.698], [2.258, -1.292, 0.483], [-1.194, 2.334, -0.139], [-0.873, 2.032, 1.620], [-0.753, -0.211, -1.182], [-1.212, -0.973, 0.482]]
}

{
  "formula": "C18H41FeN2P3SSe",
  "method": "wB97M-V/def2-TZVPD",
  "multiplicity": 6,
  "lumo_ev": [-9.124, -12.116],
  "gap_ev": [7.215, 4.229],
  "charge": 3,
  "s2": 8.8124,
  "e_tot_ha": -5906.3275,
  "elements": ["Fe", "P", "P", "P", "H", "C", "C", "H", "C", "C", "C", "C", "C", "C", "C", "C", "C", "H", "H", "H", "H", "H", "H", "H", "H", "H", "H", "H", "H", "H", "H", "H", "H", "H", "H", "H", "H", "H", "H", "H", "H", "H", "H", "H", "H", "H", "C", "C", "C", "C", "C", "C", "Se", "H", "H", "H", "H", "H", "H", "N", "C", "N", "S", "H", "H", "H", "H"],
  "coordinates": [[-0.363, 0.794, 0.477], [-2.614, 1.104, 0.617], [-0.206, -0.458, 2.384], [-0.314, 1.571, -1.661], [4.974, -5.294, -1.656], [5.345, -4.448, -2.247], [5.721, -3.280, -1.691], [5.744, -3.117, -0.600], [-3.887, -0.133, 0.115], [-3.121, 1.405, 2.364], [-3.326, 2.539, -0.297], [1.258, -1.555, 2.445], [0.060, 0.525, 3.914], [-1.506, -1.674, 2.766], [1.274, 1.152, -2.445], [-0.331, 3.394, -1.807], [-1.485, 1.113, -2.978], [5.435, -4.651, -3.330], [6.016, -2.420, -2.301], [-4.889, 0.223, 0.380], [-3.715, -1.098, 0.604], [-3.849, -0.273, -0.971], [-4.161, 1.752, 2.366], [-2.498, 2.145, 2.876], [-3.082, 0.481, 2.947], [-4.248, 2.863, 0.198], [-3.597, 2.236, -1.316], [-2.672, 3.413, -0.374], [1.180, -2.185, 3.346], [2.173, -0.955, 2.488], [1.308, -2.181, 1.544], [-0.126, -0.131, 4.778], [-0.615, 1.392, 3.985], [1.095, 0.904, 3.941], [-1.248, -2.171, 3.705], [-1.556, -2.406, 1.953], [-2.493, -1.227, 2.873], [1.328, 1.658, -3.424], [1.367, 0.066, -2.590], [2.102, 1.498, -1.810], [-0.107, 3.644, -2.852], [0.417, 3.853, -1.149], [-1.315, 3.807, -1.566], [-1.192, 1.641, -3.897], [-2.510, 1.394, -2.725], [-1.443, 0.030, -3.131], [0.197, -2.513, -1.476], [1.535, -2.196, -1.175], [2.519, -2.997, -1.747], [2.190, -4.047, -2.616], [0.846, -4.358, -2.897], [-0.156, -3.571, -2.347], [-1.255, -1.558, -0.720], [0.041, -0.676, -0.148], [1.831, -1.356, -0.530], [3.565, -2.802, -1.511], [3.006, -4.615, -3.059], [0.565, -5.198, -3.539], [-1.223, -3.746, -2.573], [1.204, 4.507, 2.817], [0.413, 3.719, 2.062], [-0.896, 3.972, 2.070], [1.040, 2.393, 1.141], [0.843, 5.390, 3.158], [2.212, 4.430, 2.805], [-1.518, 3.606, 1.341], [-1.283, 4.676, 2.694]]
}

{
  "formula": "C13H25CrN11OS2",
  "method": "wB97M-V/def2-TZVPD",
  "multiplicity": 5,
  "lumo_ev": [-5.233, -5.219],
  "gap_ev": [7.795, 8.267],
  "charge": 2,
  "s2": 6.0122,
  "e_tot_ha": -3028.3560,
  "elements": ["Cr", "C", "C", "N", "N", "C", "S", "N", "N", "H", "H", "H", "H", "H", "H", "N", "C", "C", "N", "C", "C", "H", "H", "H", "H", "H", "H", "H", "H", "H", "H", "H", "N", "C", "O", "C", "C", "N", "C", "N", "H", "H", "C", "N", "C", "N", "S", "H", "H", "H", "H", "H", "H"],
  "coordinates": [[0.071, 0.142, -0.287], [2.113, -1.791, -5.130], [1.431, -2.399, -3.966], [0.966, -3.604, -3.899], [0.415, -3.694, -2.654], [0.532, -2.582, -1.940], [-0.006, -2.325, -0.345], [1.184, -1.734, -2.777], [1.547, -0.433, -2.429], [2.243, -2.556, -5.891], [3.097, -1.404, -4.861], [1.522, -0.975, -5.547], [-0.028, -4.550, -2.360], [2.546, -0.324, -2.566], [1.054, 0.212, -3.042], [2.112, 0.325, 4.314], [2.409, 1.483, 3.397], [1.498, 1.406, 2.189], [1.581, 0.128, 1.456], [1.412, -1.018, 2.369], [2.319, -0.977, 3.582], [1.140, 0.383, 4.632], [2.696, 0.367, 5.150], [3.465, 1.394, 3.141], [2.255, 2.403, 3.959], [1.731, 2.221, 1.508], [0.460, 1.547, 2.497], [2.494, 0.062, 1.010], [1.604, -1.939, 1.821], [0.360, -1.039, 2.670], [3.378, -1.004, 3.323], [2.102, -1.788, 4.275], [0.534, 4.204, -1.236], [0.079, 2.950, -1.278], [0.572, 2.083, -0.468], [-0.918, 2.594, -2.222], [-1.298, 1.260, -2.151], [-1.465, 0.122, -1.954], [-1.470, 3.527, -3.131], [-1.844, 4.353, -3.839], [1.250, 4.455, -0.579], [0.158, 4.911, -1.848], [-5.555, -0.839, 1.994], [-4.203, -0.338, 2.184], [-3.268, -0.296, 1.244], [-3.547, -0.753, 0.030], [-1.730, 0.381, 1.631], [-6.007, -0.986, 2.971], [-5.533, -1.812, 1.502], [-6.164, -0.140, 1.419], [-3.962, 0.108, 3.053], [-4.477, -1.047, -0.223], [-2.854, -0.673, -0.699]]
}

{
  "formula": "C42H43AsN6O2OsSSb",
  "method": "wB97M-V/def2-TZVPD",
  "multiplicity": 5,
  "e_above_lowest_kcal_mol": 35.3,
  "lumo_ev": [-9.393, -10.449],
  "gap_ev": [3.765, 5.136],
  "charge": 3,
  "s2": 6.0244,
  "e_tot_ha": -5069.1546,
  "elements": ["Os", "C", "C", "N", "C", "C", "N", "C", "C", "C", "C", "C", "N", "C", "C", "N", "C", "C", "N", "C", "C", "C", "N", "C", "C", "H", "H", "H", "H", "H", "H", "H", "H", "H", "H", "H", "H", "C", "As", "C", "C", "O", "H", "H", "H", "H", "H", "H", "H", "H", "H", "S", "Sb", "C", "C", "C", "C", "C", "C", "C", "C", "C", "C", "C", "C", "C", "C", "C", "C", "C", "C", "H", "H", "H", "H", "H", "H", "H", "H", "H", "H", "H", "H", "H", "H", "H", "C", "C", "C", "O", "H", "H", "H", "H", "H", "H", "H"],
  "coordinates": [[0.308, 0.103, 0.461], [0.315, 4.357, -0.402], [-0.115, 3.108, -0.003], [0.734, 2.075, 0.101], [2.057, 2.322, -0.136], [2.448, 3.597, -0.549], [1.593, 4.587, -0.696], [2.948, 1.177, 0.019], [4.332, 1.186, 0.005], [5.043, 0.005, 0.232], [4.310, -1.178, 0.395], [2.930, -1.146, 0.349], [2.278, 0.022, 0.207], [2.007, -2.283, 0.398], [2.394, -3.621, 0.377], [1.521, -4.610, 0.322], [0.232, -4.298, 0.308], [-0.193, -2.979, 0.334], [0.680, -1.969, 0.374], [6.517, 0.006, 0.292], [7.252, -1.131, -0.036], [8.640, -1.080, 0.043], [9.277, 0.019, 0.407], [8.603, 1.112, 0.716], [7.214, 1.150, 0.680], [-0.368, 5.191, -0.500], [-1.153, 2.915, 0.236], [3.485, 3.811, -0.784], [4.855, 2.111, -0.189], [4.821, -2.110, 0.591], [3.444, -3.888, 0.396], [-0.476, -5.116, 0.276], [-1.244, -2.729, 0.327], [6.779, -2.041, -0.384], [9.250, -1.942, -0.197], [9.183, 1.982, 1.001], [6.706, 2.058, 0.978], [0.467, 0.341, 5.716], [1.018, 1.239, 4.104], [0.168, 2.974, 4.042], [2.928, 1.509, 4.211], [0.586, 0.324, 2.780], [0.852, 0.883, 6.578], [0.864, -0.672, 5.714], [-0.620, 0.308, 5.764], [0.292, 3.466, 5.007], [-0.891, 2.837, 3.835], [0.623, 3.589, 3.268], [3.148, 2.060, 5.125], [3.283, 2.079, 3.354], [3.419, 0.539, 4.242], [-2.023, 0.325, 0.610], [-2.868, -0.124, -1.797], [-1.710, 1.218, -2.982], [-0.328, 1.087, -3.059], [0.391, 1.928, -3.896], [-0.268, 2.884, -4.659], [-1.647, 3.012, -4.579], [-2.375, 2.176, -3.744], [-4.925, 0.479, -2.054], [-5.324, 1.814, -1.709], [-6.636, 2.221, -1.920], [-7.543, 1.333, -2.460], [-7.140, -0.002, -2.794], [-5.831, -0.424, -2.582], [-2.376, -2.141, -2.326], [-1.295, -2.370, -3.170], [-0.958, -3.680, -3.484], [-1.690, -4.736, -2.956], [-2.767, -4.491, -2.113], [-3.121, -3.187, -1.794], [0.191, 0.332, -2.476], [1.467, 1.825, -3.970], [0.295, 3.521, -5.328], [-2.160, 3.752, -5.178], [-3.454, 2.270, -3.698], [-4.611, 2.512, -1.285], [-6.939, 3.227, -1.664], [-8.567, 1.641, -2.630], [-7.855, -0.692, -3.228], [-5.530, -1.429, -2.848], [-0.733, -1.550, -3.601], [-0.132, -3.870, -4.157], [-1.426, -5.753, -3.215], [-3.344, -5.315, -1.713], [-3.961, -2.996, -1.136], [-2.781, -2.640, 2.946], [-2.979, -1.204, 2.505], [-4.397, -0.716, 2.731], [-2.641, -1.141, 1.084], [-3.131, -2.739, 3.973], [-1.729, -2.925, 2.911], [-3.367, -3.319, 2.324], [-2.267, -0.563, 3.035], [-5.115, -1.410, 2.292], [-4.556, 0.274, 2.301], [-4.586, -0.658, 3.803]]
}

{
  "formula": "C18H30LaNO2P2",
  "method": "wB97M-V/def2-TZVPD",
  "lumo_ev": [-7.065, -7.065],
  "gap_ev": [4.861, 4.862],
  "charge": 2,
  "e_tot_ha": -1622.8618,
  "elements": ["La", "P", "C", "C", "N", "C", "C", "C", "C", "C", "P", "H", "H", "H", "H", "H", "H", "H", "H", "O", "H", "H", "O", "H", "C", "H", "H", "H", "C", "H", "H", "H", "C", "H", "H", "H", "C", "H", "H", "H", "C", "C", "C", "C", "C", "C", "C", "H", "H", "H", "H", "H", "H", "H"],
  "coordinates": [[0.782, -0.257, -0.689], [-1.937, -0.021, -1.776], [-1.180, 1.581, -2.333], [-0.863, 2.562, -1.221], [0.007, 2.106, -0.274], [0.377, 2.951, 0.728], [-0.097, 4.255, 0.790], [-0.975, 4.722, -0.184], [-1.370, 3.854, -1.198], [1.317, 2.449, 1.804], [2.340, 0.965, 1.375], [-2.063, 4.153, -1.987], [0.246, 4.889, 1.610], [-1.346, 5.747, -0.153], [2.005, 3.261, 2.091], [0.736, 2.182, 2.707], [-0.182, 1.304, -2.878], [-1.885, 2.008, -3.059], [2.643, 0.344, -2.660], [1.600, 0.614, -2.847], [1.540, 1.049, -3.714], [3.116, -0.978, -1.389], [3.623, -0.219, -1.837], [4.454, -0.622, -2.157], [3.799, 1.806, 0.671], [4.256, 2.430, 1.450], [4.535, 1.068, 0.329], [3.517, 2.446, -0.175], [2.949, 0.481, 3.016], [3.443, -0.496, 2.924], [3.667, 1.213, 3.412], [2.106, 0.377, 3.712], [-3.450, 0.468, -0.903], [-4.228, 0.756, -1.623], [-3.806, -0.392, -0.317], [-3.259, 1.298, -0.212], [-2.598, -0.714, -3.322], [-2.771, -1.789, -3.164], [-3.551, -0.229, -3.581], [-1.876, -0.592, -4.141], [-0.766, -2.026, 0.359], [-0.880, -3.314, 1.035], [-1.746, -4.314, 0.522], [-2.009, -5.467, 1.253], [-1.363, -5.687, 2.480], [-0.435, -4.746, 2.956], [-0.187, -3.575, 2.241], [-1.219, -2.051, -0.653], [-1.088, -1.170, 0.989], [-2.241, -4.134, -0.436], [-2.727, -6.198, 0.875], [-1.578, -6.587, 3.058], [0.088, -4.927, 3.897], [0.531, -2.832, 2.598]]
}

{
  "formula": "H22O11",
  "method": "wB97M-V/def2-TZVPD",
  "e_above_lowest_kcal_mol": 74.3,
  "lumo_ev": -0.644,
  "gap_ev": 9.868,
  "smiles": "O.O.O.O.O.O.O.O.O.O.O",
  "e_tot_ha": -840.7618,
  "elements": ["O", "H", "H", "O", "H", "H", "O", "H", "H", "O", "H", "H", "O", "H", "H", "O", "H", "H", "O", "H", "H", "O", "H", "H", "O", "H", "H", "O", "H", "H", "O", "H", "H"],
  "coordinates": [[2.591, -1.625, 0.234], [2.770, -2.540, 0.017], [1.820, -1.701, 0.822], [2.917, 0.924, 2.050], [2.959, -0.017, 1.925], [2.169, 1.153, 1.478], [-2.879, -1.933, 2.546], [-3.731, -1.548, 2.230], [-2.581, -1.108, 2.973], [1.157, -1.820, 2.379], [0.800, -1.352, 3.127], [2.039, -2.194, 2.444], [-4.173, 0.686, -2.953], [-3.898, -0.179, -2.622], [-3.449, 0.930, -3.540], [1.306, -0.876, -4.736], [1.799, -1.687, -4.662], [0.770, -0.730, -3.979], [1.947, 4.165, -0.045], [2.600, 3.434, -0.005], [1.745, 4.307, 0.879], [-0.715, -3.158, 0.638], [-1.432, -2.756, 1.182], [-1.218, -3.460, -0.184], [0.746, 1.730, -0.106], [0.916, 1.083, 0.578], [1.120, 1.281, -0.933], [0.659, -0.017, -2.243], [0.611, -0.445, -1.364], [-0.161, 0.437, -2.437], [-2.907, 3.398, 1.366], [-3.763, 3.098, 1.702], [-2.534, 2.522, 1.239]]
}

Please write out number 5 again, unchanged.
{
  "formula": "C18H30LaNO2P2",
  "method": "wB97M-V/def2-TZVPD",
  "lumo_ev": [-7.065, -7.065],
  "gap_ev": [4.861, 4.862],
  "charge": 2,
  "e_tot_ha": -1622.8618,
  "elements": ["La", "P", "C", "C", "N", "C", "C", "C", "C", "C", "P", "H", "H", "H", "H", "H", "H", "H", "H", "O", "H", "H", "O", "H", "C", "H", "H", "H", "C", "H", "H", "H", "C", "H", "H", "H", "C", "H", "H", "H", "C", "C", "C", "C", "C", "C", "C", "H", "H", "H", "H", "H", "H", "H"],
  "coordinates": [[0.782, -0.257, -0.689], [-1.937, -0.021, -1.776], [-1.180, 1.581, -2.333], [-0.863, 2.562, -1.221], [0.007, 2.106, -0.274], [0.377, 2.951, 0.728], [-0.097, 4.255, 0.790], [-0.975, 4.722, -0.184], [-1.370, 3.854, -1.198], [1.317, 2.449, 1.804], [2.340, 0.965, 1.375], [-2.063, 4.153, -1.987], [0.246, 4.889, 1.610], [-1.346, 5.747, -0.153], [2.005, 3.261, 2.091], [0.736, 2.182, 2.707], [-0.182, 1.304, -2.878], [-1.885, 2.008, -3.059], [2.643, 0.344, -2.660], [1.600, 0.614, -2.847], [1.540, 1.049, -3.714], [3.116, -0.978, -1.389], [3.623, -0.219, -1.837], [4.454, -0.622, -2.157], [3.799, 1.806, 0.671], [4.256, 2.430, 1.450], [4.535, 1.068, 0.329], [3.517, 2.446, -0.175], [2.949, 0.481, 3.016], [3.443, -0.496, 2.924], [3.667, 1.213, 3.412], [2.106, 0.377, 3.712], [-3.450, 0.468, -0.903], [-4.228, 0.756, -1.623], [-3.806, -0.392, -0.317], [-3.259, 1.298, -0.212], [-2.598, -0.714, -3.322], [-2.771, -1.789, -3.164], [-3.551, -0.229, -3.581], [-1.876, -0.592, -4.141], [-0.766, -2.026, 0.359], [-0.880, -3.314, 1.035], [-1.746, -4.314, 0.522], [-2.009, -5.467, 1.253], [-1.363, -5.687, 2.480], [-0.435, -4.746, 2.956], [-0.187, -3.575, 2.241], [-1.219, -2.051, -0.653], [-1.088, -1.170, 0.989], [-2.241, -4.134, -0.436], [-2.727, -6.198, 0.875], [-1.578, -6.587, 3.058], [0.088, -4.927, 3.897], [0.531, -2.832, 2.598]]
}